[1]
Entry from the Open Molecules 2025 dataset: a molecular structure, C18H18F18N9O12S6Zn (ωB97M-V with the def2-TZVPD basis set).

The calculation puts the LUMO energy (alpha / beta) at -1.46 / -6.64 eV. As for the total charge: 0. Its orbital gap (alpha / beta) is 9.67 / 4.50 eV. The highest occupied orbital energy (alpha / beta) comes out at -11.134 / -11.134 eV. The multiplicity is 2. Its calculated total energy is -8058.033085 a.u.

Geometry as XYZ:
```
82
Properties=species:S:1:pos:R:3:forces:R:3
Zn -1.76757 -1.73956 -1.94848 -0.17 -0.85 -0.29
C 0.22529 6.88328 6.32569 -0.97 1.34 1.56
F 1.26438 7.23787 7.12195 -1.33 -1.55 -0.81
F -0.93265 6.78680 7.08209 1.98 0.04 -1.11
F 0.11182 7.87349 5.46161 -0.43 -0.55 -0.20
S 0.50457 5.26315 5.30694 6.53 -1.10 -1.58
O 0.40048 5.54099 3.86819 -2.33 -0.22 2.15
O 1.91838 4.94038 5.54083 -2.46 0.26 1.26
N -0.45827 4.00172 6.07936 -0.60 3.22 -1.91
S -1.82974 4.15144 5.26918 -0.24 -0.90 2.31
O -2.83301 3.46104 6.12039 0.39 -0.15 -1.17
O -2.34762 5.47067 4.96188 0.30 -0.55 -0.20
C -1.50884 3.13897 3.72064 0.46 -1.20 -1.00
F -2.53424 2.41049 3.44091 -2.75 -1.44 0.72
F -1.36324 3.86404 2.66160 1.18 1.62 -0.61
F -0.50627 2.26781 3.88264 0.29 1.15 0.56
C -0.11697 -5.66379 -2.61580 -0.62 0.14 1.08
F 1.00235 -4.99163 -2.22960 -1.24 -1.15 -0.29
F -0.32871 -5.46799 -3.88630 0.24 0.02 -0.36
F -0.05749 -6.98921 -2.35644 0.42 1.62 -0.08
S -1.65672 -4.97705 -1.57695 -0.27 0.82 2.09
O -2.59386 -6.06950 -1.39690 1.36 1.64 -0.55
O -1.10736 -4.38350 -0.34996 -0.33 -0.34 -2.00
N -2.25698 -3.51725 -2.51535 1.38 -4.22 1.13
S -3.19432 -4.08379 -3.68049 -3.55 -0.23 -2.08
O -3.15395 -3.18920 -4.83819 0.36 -1.07 1.57
O -3.18943 -5.54495 -3.85584 0.55 2.84 0.15
C -4.96840 -3.67174 -2.87712 2.86 -1.81 -0.63
F -5.04114 -2.35846 -2.83627 -0.85 0.55 -0.26
F -5.87945 -4.29115 -3.60452 -0.42 0.83 -0.07
F -5.02792 -4.14228 -1.63819 -0.09 0.05 0.18
C 0.72075 -1.83098 1.58140 0.61 0.34 0.65
F 0.62519 -3.15465 1.41982 0.13 1.55 -0.12
F -0.31395 -1.38441 2.29800 0.66 -0.36 -0.79
F 1.87287 -1.53626 2.25765 -1.50 -0.37 -1.25
S 0.85369 -0.93503 -0.22769 1.50 -0.61 -1.77
O 1.82307 0.18228 -0.16447 -2.70 -1.79 0.57
O 1.27738 -1.97624 -1.16148 -0.97 0.47 1.29
N -0.82533 -0.57795 -0.76493 4.03 2.52 2.51
S -1.09973 0.98117 -0.23915 -3.05 -0.06 2.00
O -2.52201 1.27453 -0.46306 2.15 -0.24 -0.51
O -0.66785 1.13661 1.17003 0.08 -0.06 -3.19
C -0.09041 2.11281 -1.47557 0.66 -1.10 0.58
F -0.82337 3.04367 -2.07293 0.37 -0.36 0.86
F 0.91933 2.57499 -0.75484 -0.57 1.09 -0.28
F 0.45589 1.34150 -2.42501 -0.49 0.05 -0.14
C 4.34008 -2.90413 -1.07669 1.24 0.60 -0.83
C 5.51433 -2.92877 -1.99247 0.20 -0.57 -0.05
N 6.40934 -2.95806 -2.72088 -0.67 0.12 0.51
H 3.57251 -2.39061 -1.65569 -0.35 -0.28 0.48
H 4.64925 -2.28255 -0.23638 -0.32 -0.03 0.14
H 4.05964 -3.89970 -0.73273 -0.06 0.15 -0.24
C -0.76205 6.28228 -2.26822 1.18 -0.62 -0.23
C -1.06236 7.58495 -2.79473 -0.29 -0.53 0.90
N -1.44052 8.62550 -3.04965 -0.25 1.39 -0.69
H -0.67150 5.59903 -3.11264 -0.52 -0.35 0.22
H -1.45007 5.98120 -1.47823 -0.15 -0.07 -0.39
H 0.24237 6.27796 -1.84485 0.03 0.20 0.19
C 2.05482 -0.67870 -4.29027 -1.87 -1.38 0.42
C 0.66474 -1.17166 -3.93543 -1.02 0.29 0.01
N -0.40906 -1.53475 -3.67081 1.97 1.05 -0.27
H 2.45929 -0.17515 -3.41224 0.06 0.00 -0.20
H 2.01244 -0.06972 -5.19330 0.03 0.01 0.22
H 2.54807 -1.63139 -4.48310 0.63 0.29 -0.09
C 4.35197 2.82104 -1.67142 0.78 0.43 0.10
C 5.65445 3.55222 -1.66108 -0.84 -0.79 -0.16
N 6.64337 4.11916 -1.54062 0.06 0.07 -0.12
H 4.18734 2.14386 -2.50953 0.45 0.26 -0.20
H 3.56996 3.58017 -1.68752 -0.13 -0.24 0.29
H 4.34201 2.19782 -0.77722 -0.35 0.25 0.12
C -3.71587 -0.39226 1.96807 -0.31 -0.66 -0.25
C -3.43571 -1.18508 0.75176 -0.04 0.73 0.04
N -3.19997 -1.76554 -0.21123 -0.28 0.28 0.28
H -2.87102 -0.46459 2.65297 -0.14 -0.17 0.03
H -4.62926 -0.82418 2.37706 0.16 -0.06 0.42
H -3.92774 0.66408 1.80267 0.23 -0.17 -0.61
C 1.35976 -5.94435 2.00068 -0.40 0.20 0.22
C 1.00205 -5.88145 3.43436 0.33 -0.84 -0.71
N 0.68995 -5.93608 4.53653 0.00 0.27 0.09
H 0.44055 -5.76662 1.44250 0.11 0.42 -0.15
H 1.70464 -6.91136 1.63454 0.15 -0.12 0.65
H 2.12360 -5.19570 1.79051 -0.20 -0.01 -0.15
```
Positions in Å, forces in eV/Å.

***

[2]
Entry from the Open Molecules 2025 dataset: 2 unconnected molecules or ions with the total composition C18H18F2N (ωB97M-V with the def2-TZVPD basis set).

The calculation puts the LUMO energy at -5.10 eV. As for the total charge: +1. Its orbital gap is 7.12 eV. The energy relative to the best compared isomer or geometry (same formula, charge and spin) is 36.1 kcal/mol. The highest occupied orbital energy comes out at -12.219 eV. The multiplicity is 1. Its calculated total energy is -950.844453 a.u.

Geometry as XYZ:
```
39
Properties=species:S:1:pos:R:3:forces:R:3
C 2.04084 -2.76789 -0.29585 0.51 0.02 -0.02
C 0.56600 -2.57197 -0.26624 -1.22 0.74 -0.02
N -0.10359 -1.45974 -0.20093 -0.90 -4.11 0.55
C -1.55322 -1.68535 -0.22187 0.01 -0.49 0.03
C -1.71788 -3.20517 -0.33161 -0.49 -0.31 -0.09
C -0.30552 -3.79388 -0.33631 -0.32 0.23 -0.03
H 2.24279 -3.84164 -0.30647 0.04 0.18 -0.03
H 2.50482 -2.33414 -1.18830 -0.16 0.02 0.09
H 2.56440 -2.35355 0.57000 -0.13 0.03 -0.08
H -2.01568 -1.29176 0.69012 0.26 0.06 -0.06
H -2.01960 -1.15333 -1.05725 0.22 0.02 0.04
H -2.28866 -3.57089 0.51488 -0.14 -0.17 -0.03
H -2.24953 -3.45865 -1.24412 -0.11 -0.13 0.03
H -0.07506 -4.37182 -1.23560 0.03 0.01 0.07
H -0.11549 -4.44340 0.52315 0.11 0.04 -0.07
F 2.35048 1.75982 4.94409 -0.81 -0.36 -1.52
C 1.74348 1.49438 3.74114 0.67 0.17 1.08
C 1.96825 0.24773 3.14628 -0.32 0.34 -0.23
C 1.36526 0.01643 1.91950 0.05 0.49 -0.34
C 0.57020 0.99228 1.23889 -0.04 -0.17 1.82
C 0.13320 0.67109 -0.08642 3.53 2.21 -1.56
C -0.48067 1.54680 -1.04685 -1.34 0.12 -0.96
C -0.61500 1.05001 -2.38963 0.28 0.46 0.52
C -1.15994 1.81285 -3.41460 0.04 0.05 0.34
C -1.57900 3.11027 -3.10219 -0.53 0.72 -1.01
F -2.10816 3.89031 -4.10433 0.71 -1.12 1.32
C -1.46415 3.67222 -1.83130 0.32 -0.37 0.18
C -0.92037 2.88813 -0.81789 -0.18 -0.33 -0.42
C 0.35152 2.22613 1.93961 0.24 -0.57 -0.03
C 0.95212 2.49005 3.16758 -0.03 -0.30 -0.35
H 2.60007 -0.50735 3.61511 -0.22 0.34 -0.02
H 1.52586 -0.92843 1.40727 -0.07 0.28 0.38
H 0.69574 -0.16128 -0.56429 0.18 2.81 0.38
H -0.20969 0.06111 -2.60879 -0.28 0.16 0.02
H -1.24277 1.42194 -4.43080 -0.01 0.25 0.35
H -1.76194 4.70526 -1.62817 0.09 -0.45 -0.26
H -0.77330 3.36038 0.14087 -0.34 -0.06 -0.52
H -0.23436 3.02114 1.50068 0.22 -0.34 0.53
H 0.81853 3.46191 3.65067 0.11 -0.48 -0.08
```
Positions in Å, forces in eV/Å.

***

Listing M for the structures above in their given order: 1152.15; 286.34 g/mol.